1.
Molecular formula: C27H44N3OP3Rh
Method: DFT, ωB97M-V/def2-TZVPD

Element x y z (Å)
Rh (0.1196, -0.0763, -1.0034)
P (0.5827, -2.0308, -1.8782)
P (2.4288, 0.1098, -0.0952)
P (-2.2798, 0.0518, -0.9703)
H (1.4368, 2.4293, -1.6151)
C (0.4057, 2.4276, -1.2412)
C (0.1043, 2.3716, 0.0986)
H (0.8846, 2.3717, 0.8576)
C (1.4160, -1.8983, -3.4898)
C (1.5888, -3.2464, -0.9818)
C (-0.9519, -2.9309, -2.2281)
C (3.1210, 1.6174, 0.7116)
C (3.0281, -1.0878, 1.1851)
C (3.6217, -0.1075, -1.4714)
C (-3.0090, 1.6337, -0.4036)
C (-3.1916, -1.1578, 0.0667)
C (-3.1406, -0.1208, -2.5751)
H (-0.3749, 2.6665, -1.9693)
H (-0.9266, 2.4740, 0.4353)
H (0.6799, -2.0817, -4.2823)
H (2.2024, -2.6616, -3.5349)
H (1.8745, -0.9137, -3.6406)
H (1.4411, -4.2115, -1.4828)
H (1.2775, -3.3541, 0.0613)
H (2.6521, -2.9885, -1.0229)
H (-0.6765, -3.8179, -2.8147)
H (-1.6428, -2.3061, -2.8047)
H (-1.4300, -3.2476, -1.2919)
H (4.2078, 1.4985, 0.8419)
H (2.6752, 1.7501, 1.7059)
H (2.9279, 2.5084, 0.1064)
H (4.1293, -1.0957, 1.1863)
H (2.6718, -2.1049, 1.0060)
H (2.6854, -0.7680, 2.1781)
H (4.5998, 0.2825, -1.1614)
H (3.2744, 0.4645, -2.3392)
H (3.7220, -1.1618, -1.7507)
H (-4.0913, 1.6286, -0.5922)
H (-2.5573, 2.4714, -0.9473)
H (-2.8436, 1.7666, 0.6720)
H (-4.2694, -1.0379, -0.1147)
H (-2.9958, -0.9790, 1.1296)
H (-2.9003, -2.1834, -0.1841)
H (-4.1849, 0.1893, -2.4570)
H (-3.1093, -1.1490, -2.9400)
H (-2.6426, 0.5244, -3.3012)
C (-0.4343, 1.2541, -4.7406)
C (0.3257, 0.5726, -5.7078)
C (0.1381, 0.8432, -7.0681)
C (-0.7427, 1.8402, -7.4945)
C (-1.4585, 2.5615, -6.5341)
C (-1.3041, 2.2828, -5.1743)
O (-0.5499, 0.8465, -3.4362)
H (0.2119, 0.5120, -2.7440)
H (1.0206, -0.1998, -5.3937)
H (0.6944, 0.2593, -7.8057)
H (-0.8666, 2.0467, -8.5593)
H (-2.1469, 3.3473, -6.8547)
H (-1.8815, 2.8381, -4.4337)
N (-0.2447, 1.7920, 9.8298)
C (-0.2466, 1.3910, 8.7261)
C (-0.2556, 0.8941, 7.3731)
C (-0.4740, 1.7746, 6.3020)
C (-0.5046, 1.2876, 4.9888)
C (-0.3242, -0.0788, 4.7529)
C (-0.1074, -0.9632, 5.8165)
C (-0.0607, -0.4729, 7.1281)
N (-0.3347, -0.5710, 3.4284)
C (-0.3552, -1.9048, 3.0288)
C (-0.3122, -1.9214, 1.6802)
N (-0.2179, -0.6270, 1.2057)
C (-0.2654, 0.1655, 2.2774)
H (-0.6164, 2.8397, 6.5056)
H (-0.6851, 1.9781, 4.1663)
H (0.0427, -2.0257, 5.6377)
H (0.1291, -1.1481, 7.9667)
H (-0.4145, -2.7226, 3.7338)
H (-0.3641, -2.7838, 1.0230)
H (-0.2566, 1.2452, 2.2958)

Results
Multiplicity ... 5
Strongest force on any atom ... 4.0 eV/Å
Highest occupied orbital energy (alpha / beta) ... -14.97 / -15.53 eV
LUMO level (alpha / beta) ... -0.3065 / -0.4552 Ha
Frontier orbital gap (alpha / beta) ... 6.627 / 3.146 eV
⟨S²⟩ ... 6.029
E ... -66075.44974 eV
Total charge ... +3

2.
Molecular formula: C12H13Cl2N6SV
Method: DFT, ωB97M-V/def2-TZVPD

Element x y z (Å)
V (-0.3282, -0.5953, -0.9807)
N (2.5237, -2.1883, 1.4933)
C (1.8374, -1.6702, 2.5747)
C (0.7594, -1.0283, 2.0564)
N (0.7762, -1.1485, 0.6827)
C (1.8517, -1.8547, 0.3852)
C (2.1232, -2.1010, -1.0337)
N (1.2161, -1.6968, -1.9034)
C (1.7331, -1.9716, -3.1524)
C (2.9575, -2.5412, -3.0176)
N (3.1904, -2.6138, -1.6577)
H (3.3536, -2.7550, 1.5504)
H (2.1811, -1.7994, 3.5852)
H (-0.0153, -0.4852, 2.5703)
H (1.1936, -1.7390, -4.0535)
H (3.6677, -2.8999, -3.7408)
H (4.0321, -2.9635, -1.2308)
Cl (-1.6002, -0.6076, -2.9758)
C (-2.4497, 0.8967, -3.6130)
Cl (-3.2240, 1.8291, -2.3662)
H (-3.1956, 0.5287, -4.3057)
H (-1.6771, 1.4810, -4.0955)
C (-1.5687, 3.6975, 3.0873)
C (-1.5545, 2.5891, 2.0790)
C (-2.4752, 1.5387, 2.1346)
C (-2.3510, 0.5334, 1.2121)
N (-1.4106, 0.5687, 0.2564)
C (-0.5822, 1.6564, 0.2414)
S (0.5735, 1.5755, -1.0456)
N (-0.6094, 2.6360, 1.1439)
H (-2.4861, 3.7025, 3.6730)
H (-1.4480, 4.6555, 2.5851)
H (-0.7225, 3.5806, 3.7671)
H (-3.2569, 1.5123, 2.8797)
H (-3.0154, -0.3226, 1.2145)

Results
Multiplicity ... 2
Strongest force on any atom ... 1.2 eV/Å
Highest occupied orbital energy (alpha / beta) ... -10.07 / -9.30 eV
LUMO level (alpha / beta) ... -0.1159 / -0.1124 Ha
Frontier orbital gap (alpha / beta) ... 6.914 / 6.238 eV
⟨S²⟩ ... 0.899
E ... -83158.93354 eV
Total charge ... +1

3.
Molecular formula: C20H26N2NiO2P2
Method: DFT, ωB97M-V/def2-TZVPD

Element x y z (Å)
Ni (-7.3901, 4.0364, 14.4673)
O (-7.5201, 3.0129, 16.1384)
C (-6.6928, 3.1582, 17.1725)
C (-7.2285, 2.6819, 18.4102)
C (-6.4274, 2.7606, 19.5399)
C (-5.2166, 3.4732, 19.5526)
C (-4.7263, 3.9777, 18.3707)
C (-5.4294, 3.8329, 17.1567)
C (-4.8713, 4.5244, 15.9916)
N (-5.5523, 4.7865, 14.9635)
N (-4.8752, 5.4571, 13.9550)
C (-5.5408, 5.3226, 12.8593)
O (-6.7549, 4.8523, 12.7510)
C (-4.7938, 5.5885, 11.5869)
C (-5.3167, 5.2148, 10.3743)
C (-4.5259, 5.1629, 9.2217)
C (-3.1608, 5.6335, 9.3419)
C (-2.7134, 6.1872, 10.5176)
C (-3.5392, 6.1897, 11.6179)
H (-8.2137, 2.2781, 18.3581)
H (-6.7876, 2.3597, 20.4270)
H (-4.7580, 3.7255, 20.4863)
H (-3.8590, 4.5798, 18.3724)
H (-3.8892, 4.9451, 16.0358)
H (-6.3617, 4.9168, 10.3392)
H (-4.9049, 4.8431, 8.2374)
H (-2.5263, 5.5828, 8.4331)
H (-1.7127, 6.5620, 10.6208)
H (-3.1915, 6.4733, 12.5974)
C (-7.6963, 7.2200, 15.8642)
P (-8.6444, 5.7245, 15.4505)
C (-9.5051, 5.4618, 17.0369)
C (-10.0042, 6.0362, 14.2659)
C (-10.6462, 4.6589, 14.0149)
P (-9.4578, 3.4922, 13.2952)
C (-10.3522, 1.9341, 13.5594)
C (-9.4331, 3.9241, 11.5758)
H (-8.4193, 7.9778, 16.2574)
H (-7.1651, 7.6954, 15.0387)
H (-7.0030, 6.9122, 16.6583)
H (-9.8093, 6.4394, 17.4814)
H (-8.7123, 5.1007, 17.7101)
H (-10.3260, 4.8137, 16.9947)
H (-9.5693, 6.4980, 13.3402)
H (-10.7682, 6.7050, 14.6640)
H (-11.5087, 4.8477, 13.3973)
H (-11.0543, 4.2310, 14.9157)
H (-11.2760, 1.8783, 12.9409)
H (-10.7115, 1.8846, 14.5927)
H (-9.8941, 0.9952, 13.4053)
H (-10.4144, 4.3378, 11.2592)
H (-9.1059, 3.0573, 10.9384)
H (-8.6069, 4.6583, 11.4529)

Results
Multiplicity ... 3
Strongest force on any atom ... 2.6 eV/Å
Highest occupied orbital energy (alpha / beta) ... -7.02 / -7.19 eV
LUMO level (alpha / beta) ... 0.0212 / 0.0173 Ha
Frontier orbital gap (alpha / beta) ... 7.598 / 7.661 eV
⟨S²⟩ ... 2.009
E ... -87858.28655 eV

4.
Molecular formula: C4H10NO
Method: DFT, ωB97M-V/def2-TZVPD

Element x y z (Å)
C (-0.5534, -0.0213, -0.6860)
C (-0.7606, 1.4459, -0.4547)
C (-0.9846, 2.3204, -1.4949)
O (-1.0783, 3.6924, -1.3027)
H (-0.8370, -0.5711, 0.2947)
H (-1.0985, -0.4856, -1.5742)
H (0.5336, -0.3222, -0.9357)
H (-0.5511, 1.9067, 0.5057)
H (-1.2985, 2.0207, -2.4991)
H (-1.0767, 4.1395, -2.1937)
C (1.7353, -2.3415, 1.2864)
N (0.8780, -2.3886, 2.2377)
H (1.9494, -3.1571, 0.6484)
H (2.3074, -1.4251, 1.1143)
H (0.3184, -1.5339, 2.4278)
H (0.5166, -3.2792, 2.6262)

Results
Multiplicity ... 1
Strongest force on any atom ... 3.2 eV/Å
Highest occupied orbital energy ... -11.28 eV
LUMO level ... -0.2326 Ha
Frontier orbital gap ... 4.953 eV
E ... -7838.20741 eV
Total charge ... +1

Q: Among the records above, which one has the lowest multiplicity?
A: C4H10NO